1.
Computed, not measured: a structure of composition C11H7CaN2O6, with ωB97M-V/def2-TZVPD.

XYZ file:
```
27
Properties=species:S:1:pos:R:3:forces:R:3
O 0.035 5.439 -3.266 -0.1 -0.2 -1.4
C -0.023 5.247 -4.383 0.1 0.2 1.4
Ca -0.015 0.790 -2.115 0.3 -3.9 0.4
C 0.623 -1.960 -3.922 -0.5 -2.3 0.7
O 0.126 -2.932 -3.247 0.7 2.2 -1.6
C 0.037 -1.481 -5.150 -0.5 2.0 -0.2
O -0.528 -0.837 -5.948 1.5 -2.1 1.8
C 1.829 -1.271 -3.278 2.1 0.3 -0.8
O 3.018 -1.335 -3.216 -3.2 -0.1 -0.2
C -2.053 -0.850 -3.054 -3.5 -2.8 -1.7
O -2.866 -1.553 -3.482 3.2 2.8 1.7
H -0.111 2.417 -2.015 -0.2 3.8 0.1
N -0.606 -0.770 5.321 -0.1 -0.4 -1.4
C 0.175 0.114 4.623 0.3 0.5 1.8
O 0.847 0.954 5.216 -0.6 -0.8 -1.2
C 0.136 0.042 3.120 -0.2 0.0 -1.1
C -0.703 -0.830 2.404 0.2 0.1 -0.4
C -0.700 -0.809 1.003 0.5 0.7 0.0
N 0.069 0.054 0.277 0.0 -0.1 1.0
C 0.895 0.887 0.975 -0.7 -0.6 -0.1
C 0.944 0.908 2.369 0.1 0.1 -0.2
H -0.525 -0.779 6.316 0.1 0.1 0.4
H -1.036 -1.583 4.886 0.3 0.5 0.3
H -1.374 -1.531 2.900 0.2 0.2 -0.2
H -1.334 -1.502 0.437 0.2 0.3 0.2
H 1.526 1.556 0.372 -0.3 -0.2 0.4
H 1.616 1.614 2.856 -0.2 -0.3 0.1
```
Positions in Å, forces in eV/Å.

As for the total energy: -1661.52165 Ha. For the largest force on an atom, the calculation gives 4.728 eV Å⁻¹. The value obtained for the energy above the lowest of the compared OMol25 structures with the same formula, charge and spin is 332.9 kJ/mol. The net charge is +1.

Mulliken population analysis, charges in e, atoms 1 to 5: number 1, O, carries -0.118; number 2, C, carries 0.112; number 3, Ca, carries 1.344; number 4, C, carries 0.369; number 5, O, carries -0.503

=====

2.
Computed, not measured: a structure of composition C11H7LiNO2S3Te, with ωB97M-V/def2-TZVPD.

XYZ file:
```
26
Properties=species:S:1:pos:R:3:forces:R:3
Li -0.118 0.494 0.146 0.2 0.4 0.2
O 0.241 -1.389 2.003 0.0 0.0 0.0
S -0.543 -0.385 2.695 -0.1 -0.1 0.1
O -1.972 -0.537 2.580 0.0 0.0 0.0
N -0.032 1.061 2.182 -0.2 -0.1 -0.3
C 0.423 1.838 3.170 0.1 0.1 -0.1
S 1.010 3.378 3.021 0.0 -0.1 0.0
C 0.385 1.129 4.497 0.0 0.0 0.1
C 0.773 1.611 5.735 0.0 0.0 0.0
C 0.654 0.776 6.837 0.0 0.0 0.0
C 0.153 -0.518 6.711 0.0 0.0 0.0
C -0.241 -1.005 5.472 0.0 0.0 0.0
C -0.106 -0.159 4.390 0.1 0.0 -0.1
H 1.158 2.620 5.813 0.0 0.0 0.0
H 0.954 1.134 7.814 0.0 0.0 0.0
H 0.069 -1.146 7.589 0.0 0.0 0.0
H -0.640 -2.004 5.355 0.0 0.0 0.0
Te 0.140 1.908 -2.051 0.0 -0.1 0.0
C -0.051 0.170 -3.238 0.0 0.0 0.0
C 0.786 -0.908 -3.343 0.0 0.0 0.0
C 0.338 -1.898 -4.264 0.0 0.0 0.0
C -0.840 -1.566 -4.859 0.0 0.0 0.0
S -1.399 -0.047 -4.287 0.0 0.0 0.0
H 1.706 -0.982 -2.780 0.0 0.0 0.0
H 0.874 -2.815 -4.470 0.0 0.0 0.0
H -1.392 -2.134 -5.591 0.0 0.0 0.0
```
Positions in Å, forces in eV/Å.

As for the total energy: -2098.84831 Ha. For the largest force on an atom, the calculation gives 0.484 eV Å⁻¹. The net charge is -1.

Mulliken population analysis, charges in e, atoms 1 to 5: number 1, Li, carries 0.769; number 2, O, carries -0.661; number 3, S, carries 1.228; number 4, O, carries -0.631; number 5, N, carries -0.462

=====

3.
Computed, not measured: a structure of composition C11H84NO30, with ωB97M-V/def2-TZVPD.

XYZ file:
```
126
Properties=species:S:1:pos:R:3:forces:R:3
C -54.392 14.437 6.661 -1.1 -2.8 -1.8
C -54.571 13.343 5.468 4.5 -3.5 6.6
C -53.376 13.203 4.667 2.0 2.5 -3.2
C -53.236 12.007 3.693 0.6 5.8 -0.3
N -52.021 11.889 2.879 1.0 1.9 -2.9
C -52.024 10.621 2.132 0.6 -1.3 -3.4
C -51.565 9.565 3.088 -0.3 -2.5 -0.9
C -50.778 10.286 4.163 1.4 0.4 -1.1
C -50.719 11.745 3.549 1.7 0.1 4.8
C -51.816 13.088 1.950 -1.3 1.1 0.6
C -52.897 13.172 0.911 -1.8 -2.6 -1.6
C -53.116 14.531 0.342 3.0 -0.5 1.2
H -54.065 15.308 6.204 0.1 2.1 -1.2
H -53.550 14.225 7.280 0.0 -0.8 1.2
H -55.410 14.553 7.060 0.9 0.1 0.6
H -55.334 13.688 5.027 -6.0 1.9 -3.8
H -54.697 12.251 5.934 -0.3 2.9 -0.7
H -52.653 12.961 5.306 3.3 -0.4 3.2
H -53.032 14.268 4.295 -0.7 -2.0 0.0
H -54.148 12.091 3.235 -1.7 -0.1 -3.1
H -53.368 11.170 4.155 0.1 -4.8 3.1
H -51.393 10.738 1.162 -0.2 0.2 2.1
H -52.903 10.278 1.601 -1.1 0.8 0.6
H -51.017 8.773 2.481 -0.1 1.2 0.9
H -52.387 8.940 3.451 0.2 0.8 0.2
H -49.765 9.899 3.964 -0.1 0.1 1.4
H -51.162 10.207 5.234 0.5 0.1 -1.6
H -49.735 11.994 2.972 -2.5 -0.8 0.2
H -50.651 12.423 4.453 -0.3 -0.2 -1.1
H -50.751 13.156 1.641 -1.0 -0.4 -0.3
H -52.018 13.993 2.565 0.6 -0.6 0.0
H -53.955 12.959 1.227 1.9 -0.2 1.2
H -52.913 12.348 0.117 0.9 1.6 1.3
H -52.237 14.923 -0.119 0.2 0.1 -1.3
H -53.182 15.154 1.170 -0.6 1.5 1.6
H -54.043 14.463 -0.067 -2.0 0.7 -2.3
O -49.178 6.931 3.290 1.6 1.9 2.3
H -49.652 6.646 2.576 -2.4 -2.3 -2.9
H -49.109 7.824 2.911 0.9 0.3 0.8
O -55.705 10.537 5.976 -3.2 -0.5 1.3
H -56.420 9.868 5.990 1.3 -1.2 0.9
H -56.271 11.074 5.439 0.2 2.2 -0.8
O -50.786 8.465 7.534 0.9 8.0 1.9
H -50.719 7.880 8.209 0.6 -2.8 3.9
H -50.022 9.128 7.541 -1.0 -1.6 0.2
O -52.528 17.193 2.718 -2.8 -1.2 2.6
H -53.542 17.089 2.690 2.6 0.4 -0.3
H -52.233 17.417 1.864 0.2 0.8 -2.1
O -47.743 9.032 1.900 1.9 1.8 0.0
H -47.028 8.526 1.402 -1.3 1.3 1.1
H -47.366 9.958 2.186 -0.7 -2.9 -1.1
O -49.410 14.895 3.668 3.0 -2.1 -1.5
H -48.934 15.565 3.183 0.6 0.2 -0.3
H -50.097 15.366 4.004 -3.5 1.9 1.8
O -50.931 6.776 0.952 -0.6 2.8 -0.3
H -51.682 7.386 0.522 1.6 -2.8 0.8
H -51.057 5.839 1.003 -0.9 -0.4 -0.6
O -56.346 16.613 8.423 0.1 1.3 -2.0
H -55.518 16.975 8.069 -0.5 0.3 -0.5
H -55.966 16.192 9.146 0.4 -1.6 2.5
O -50.362 16.680 -1.152 -1.3 1.1 4.4
H -50.451 16.183 -1.914 -1.2 -2.1 -1.3
H -49.656 17.100 -1.475 5.1 4.0 -0.5
O -51.515 15.262 -2.255 -6.7 -0.9 1.7
H -51.335 15.391 -3.128 0.6 0.2 -4.5
H -52.462 15.788 -2.149 3.6 -2.2 -0.1
O -51.959 10.728 8.540 12.0 -3.2 2.1
H -51.561 9.774 8.135 -1.4 2.8 0.6
H -51.647 10.490 9.475 -1.3 1.2 -1.3
O -50.551 12.823 7.080 -1.7 -1.2 2.7
H -51.011 12.066 7.691 1.4 2.5 -1.9
H -50.674 13.648 7.626 0.2 -1.3 -0.9
O -50.879 7.346 5.798 -5.1 -2.6 -5.2
H -50.616 7.707 6.566 1.8 0.6 1.7
H -50.252 6.994 5.270 3.4 -1.8 -2.8
O -52.839 8.003 -0.637 -4.6 -7.6 2.0
H -53.817 7.858 -0.266 3.5 1.2 -1.3
H -52.563 8.828 -0.720 1.0 6.6 -0.5
O -53.955 9.518 4.830 -0.3 2.8 1.1
H -54.585 10.367 5.157 2.3 -4.0 -0.8
H -54.545 9.104 4.222 -0.7 -0.8 -0.6
O -55.847 12.604 0.804 3.5 -9.5 4.3
H -55.562 13.392 1.236 1.5 1.5 0.9
H -56.409 12.966 0.288 -6.4 3.5 -5.5
O -47.166 13.036 3.223 -1.7 -0.2 1.5
H -46.818 12.687 4.094 -0.8 0.7 -1.4
H -48.133 13.316 3.404 2.3 -0.5 0.3
O -55.617 7.730 2.924 1.7 2.7 -0.8
H -54.834 7.463 3.447 -0.3 -0.4 -0.2
H -55.264 8.606 2.441 -1.5 -2.9 1.1
O -55.201 11.632 -1.374 1.0 -1.1 -0.2
H -55.585 11.826 -0.521 1.2 -0.4 1.4
H -55.893 12.026 -1.843 -1.4 0.7 -2.4
O -56.676 15.766 -1.057 -1.2 0.3 -0.7
H -56.233 15.359 -1.793 0.9 -0.4 -0.4
H -57.499 16.028 -1.512 0.2 0.2 0.7
O -53.017 6.866 3.930 -7.6 -2.8 -8.2
H -52.408 6.969 4.492 7.7 1.4 7.3
H -52.787 6.076 3.372 -0.3 1.3 0.9
O -55.763 14.678 1.179 -2.3 3.1 4.1
H -56.278 14.938 0.439 -0.1 1.2 -2.1
H -56.629 14.436 1.748 2.1 1.2 0.0
O -48.587 14.147 0.707 0.0 -0.9 -1.9
H -48.911 15.027 0.768 -0.4 1.0 0.4
H -48.399 13.776 1.547 0.4 -0.1 1.1
O -50.571 12.555 -1.844 0.4 -3.2 1.5
H -50.642 13.455 -1.944 -0.4 3.3 -0.3
H -50.634 12.160 -2.693 0.1 -0.4 -1.3
O -55.509 9.811 1.288 0.6 -1.5 -1.4
H -55.791 9.684 0.365 0.4 -0.5 0.2
H -55.917 10.624 1.452 -0.7 2.4 0.8
O -52.519 10.811 -0.853 4.9 -3.5 3.4
H -51.859 11.306 -1.300 2.1 0.9 -0.2
H -53.196 11.084 -1.308 -7.0 1.9 -3.7
O -52.267 18.243 0.196 2.3 1.3 -2.8
H -51.868 19.198 0.032 -1.3 -3.1 0.5
H -51.790 17.651 -0.535 -0.9 1.8 2.2
O -53.926 10.500 8.414 -3.9 -0.4 -0.8
H -52.981 10.625 8.065 -4.2 -0.2 0.3
H -54.449 10.640 7.649 -1.7 -0.1 -0.7
O -57.265 12.289 4.703 0.0 -4.5 -8.8
H -57.899 11.536 4.561 0.5 1.2 0.1
H -57.385 12.553 5.500 -1.4 3.2 8.5
O -57.871 14.070 2.724 -0.6 -0.2 -1.4
H -57.582 13.271 3.149 0.8 -0.4 1.5
H -58.354 13.605 2.023 -0.6 0.7 -0.2
```
Positions in Å, forces in eV/Å.

As for the total energy: -2780.54778 Ha. For the largest force on an atom, the calculation gives 12.610 eV Å⁻¹. The value obtained for the energy above the lowest of the compared OMol25 structures with the same formula, charge and spin is 827.8 kJ/mol. The net charge is +1.

Mulliken population analysis, charges in e, atoms 1 to 5: number 1, C, carries -1.867; number 2, C, carries 0.479; number 3, C, carries -1.359; number 4, C, carries -0.010; number 5, N, carries 1.319

=====

- Which value of largest force on an atom does entry 2 give?
  0.484 eV Å⁻¹